30
Properties=species:S:1:pos:R:3:lowdin_charge:R:1 method="wB97M-V/def2-TZVPD" lumo_energy_ev=-3.2 relative_energy_kj_mol=104.7 gap_ev=11.105 energy_ha=-881.6122 charge=+1
C 3.44151 -1.30420 -0.28211 -0.07
C 2.02021 -1.33724 -0.82987 -0.24
C 0.85502 -1.16262 0.19226 -0.40
S -0.54932 -2.38991 -0.24837 1.13
C -1.83516 -1.37283 0.18151 -0.63
O -2.96658 -1.54286 0.39531 0.14
N -1.23895 0.31163 0.45069 -0.17
C -1.42078 0.58717 1.98365 0.04
C -2.00914 1.30703 -0.34561 -0.17
C -2.22346 0.93806 -1.82719 -0.04
C 0.18788 0.19670 0.04822 -0.36
C 1.05681 1.25539 0.72979 0.02
H 3.64131 -0.47096 0.34023 0.06
H 4.17513 -1.43048 -1.07882 0.09
H 3.64419 -2.18468 0.28695 0.07
H 1.79723 -2.28380 -1.32710 0.10
H 1.92260 -0.66810 -1.62459 0.10
H 1.13091 -1.60280 1.18157 0.13
H -2.21089 0.00063 2.35566 0.08
H -0.46547 0.23405 2.46966 0.11
H -1.47880 1.71667 2.17307 0.14
H -3.03158 1.59558 -0.03930 0.14
H -1.46888 2.24202 -0.23277 0.13
H -2.15243 -0.10143 -2.10959 0.08
H -3.22438 1.22810 -2.13411 0.09
H -1.49316 1.42546 -2.42295 0.07
H 0.04292 0.26966 -0.97148 0.11
H 1.10323 2.20027 0.17046 0.11
H 2.07994 0.89836 0.84919 0.09
H 0.67008 1.44511 1.66562 0.04

25
Properties=species:S:1:pos:R:3:lowdin_charge:R:1 method="wB97M-V/def2-TZVPD" lumo_energy_ev=-16.6 relative_energy_kj_mol=121.2 gap_ev=12.429 energy_ha=-657.9217 charge=+4
Hf 0.03380 0.01208 0.00772 1.84
O 0.30380 2.06708 -0.71828 -0.09
H 0.81780 2.31308 -1.57628 0.20
H 0.71480 2.73608 -0.10028 0.16
O -0.61020 1.44708 1.82472 -0.05
H -1.09020 2.31108 1.77372 0.16
H -0.68620 1.24208 2.76772 0.14
O -0.01520 -0.03892 -2.21228 -0.03
H 0.27080 -0.83592 -2.72628 0.17
H -0.31520 0.44608 -2.94528 0.12
O 1.80180 0.71008 0.97972 -0.05
H 1.92280 0.71008 1.96072 0.17
H 2.67380 0.99408 0.78672 0.14
O -1.89920 0.62608 -0.29528 -0.04
H -2.53120 0.83708 0.40172 0.15
H -2.55220 0.40208 -0.96428 0.16
O -1.06220 -1.81192 -0.64928 -0.02
H -1.38720 -2.52492 -0.12528 0.13
H -1.34120 -2.15192 -1.47728 0.13
O 0.01680 -1.22192 1.69372 -0.03
H -0.88020 -1.43892 2.06872 0.18
H 0.65780 -1.74692 2.17872 0.17
O 1.53080 -1.40092 -0.67628 -0.03
H 2.19680 -1.32492 -1.35528 0.15
H 1.42880 -2.35692 -0.62228 0.15